(1)
# C11H13ClN2O2PbS

A structure of composition C11H13ClN2O2PbS (ωB97M-V/def2-TZVPD, the OMol25 dataset).

Summary:
Lowest unoccupied orbital energy (spin up / spin down) in Eh: -0.4112 / -0.4105
ΔE to the lowest compared entry with this formula, charge and spin in kJ/mol: 43.7
Frontier orbital gap (spin up / spin down) in eV: 4.68 / 4.71
Multiplicity: 1
Charge: +2

Element x y z (Å)
Cl (3.553, -1.160, 0.957)
C (1.278, 0.483, -3.005)
C (0.016, -0.190, -3.041)
C (0.216, -1.530, -2.624)
H (-0.916, 0.233, -3.387)
C (1.611, -1.685, -2.281)
C (2.255, -0.429, -2.566)
H (3.340, -0.268, -2.446)
H (1.444, 1.502, -3.325)
H (-0.522, -2.346, -2.577)
C (2.264, -2.926, -1.729)
Pb (1.033, -0.651, 0.166)
C (-0.598, 2.206, -0.604)
C (2.557, 1.054, 1.383)
O (-1.152, 3.155, -0.276)
O (3.236, 1.581, 2.129)
H (1.539, -3.555, -1.167)
H (3.083, -2.669, -1.019)
H (2.684, -3.524, -2.565)
S (-1.477, -1.733, 0.987)
C (-1.837, -0.198, 1.672)
N (-2.949, 0.535, 1.393)
C (-3.108, 1.662, 2.309)
C (-1.850, 1.599, 3.167)
N (-1.107, 0.474, 2.610)
H (-3.646, 0.232, 0.721)
H (-4.016, 1.573, 2.898)
H (-3.199, 2.594, 1.760)
H (-2.085, 1.466, 4.217)
H (-1.277, 2.517, 3.100)
H (-0.370, -0.002, 3.145)


(2)
# C73H81N10O5SY

A structure of composition C73H81N10O5SY (ωB97M-V/def2-TZVPD, the OMol25 dataset).

Summary:
Lowest unoccupied orbital energy in Eh: -0.1947
Frontier orbital gap in eV: 5.56
Multiplicity: 1
Charge: +2

Element x y z (Å)
Y (0.424, 0.597, 0.251)
C (2.472, 4.564, 7.054)
C (2.667, 3.721, 5.789)
C (2.891, 2.249, 6.177)
C (3.878, 4.270, 5.025)
C (1.456, 3.717, 4.819)
O (1.637, 3.576, 3.620)
N (0.264, 3.839, 5.449)
C (-1.097, 3.922, 5.037)
C (-1.913, 4.600, 5.948)
C (-3.251, 4.818, 5.702)
C (-3.812, 4.357, 4.520)
C (-3.021, 3.671, 3.622)
C (-1.662, 3.420, 3.857)
C (-0.974, 2.587, 2.834)
C (-0.938, 3.123, 1.529)
C (-1.213, 4.493, 1.179)
C (-1.166, 4.586, -0.175)
C (-0.865, 3.271, -0.683)
N (-0.702, 2.418, 0.383)
C (-0.896, 2.891, -2.038)
C (-0.753, 1.575, -2.524)
C (-1.110, 1.148, -3.850)
C (-1.122, -0.214, -3.843)
C (-0.685, -0.637, -2.544)
C (-0.567, -1.968, -2.100)
C (-0.015, -2.362, -0.864)
N (0.221, -1.560, 0.217)
C (0.626, -2.370, 1.249)
C (0.641, -2.009, 2.609)
C (0.239, -0.762, 3.123)
C (-0.165, -0.521, 4.484)
C (-0.689, 0.733, 4.529)
C (-0.567, 1.298, 3.213)
N (0.013, 0.372, 2.388)
C (0.887, -3.092, 3.609)
C (2.073, -3.142, 4.332)
C (2.290, -4.118, 5.291)
C (1.286, -5.034, 5.569)
C (0.087, -4.981, 4.879)
C (-0.111, -4.047, 3.866)
N (-1.327, -3.919, 3.178)
C (-2.321, -4.765, 2.709)
O (-3.392, -4.243, 2.462)
C (-2.116, -6.252, 2.376)
C (-0.690, -6.802, 2.390)
C (-2.655, -6.399, 0.940)
C (-3.002, -7.060, 3.335)
C (0.791, -3.707, 0.749)
C (0.354, -3.712, -0.537)
C (-1.356, -3.033, -2.789)
C (-2.404, -3.531, -1.993)
C (-3.337, -4.429, -2.464)
C (-3.245, -4.875, -3.773)
C (-2.209, -4.431, -4.565)
C (-1.245, -3.531, -4.095)
N (-0.229, -3.247, -5.036)
C (1.066, -2.845, -4.890)
O (1.535, -2.422, -3.850)
C (1.884, -2.897, -6.198)
C (1.397, -3.951, -7.202)
C (3.343, -3.207, -5.841)
C (1.743, -1.505, -6.837)
N (-0.428, 0.471, -1.779)
C (-1.246, 3.976, -3.005)
C (-0.292, 4.937, -3.333)
C (-0.609, 6.024, -4.127)
C (-1.911, 6.167, -4.587)
C (-2.871, 5.218, -4.287)
C (-2.550, 4.106, -3.505)
N (-3.480, 3.097, -3.223)
C (-4.856, 3.145, -3.349)
O (-5.466, 4.179, -3.498)
C (-5.521, 1.761, -3.355)
C (-5.016, 0.865, -2.216)
C (-5.172, 1.120, -4.710)
C (-7.032, 1.944, -3.238)
H (3.431, 4.677, 7.562)
H (1.798, 4.095, 7.773)
H (2.103, 5.562, 6.812)
H (3.758, 2.154, 6.833)
H (3.033, 1.625, 5.290)
H (2.024, 1.859, 6.711)
H (4.807, 3.856, 5.427)
H (3.931, 5.355, 5.116)
H (3.739, 4.052, 3.960)
H (0.346, 4.058, 6.428)
H (-1.477, 4.982, 6.865)
H (-3.852, 5.356, 6.422)
H (-4.860, 4.520, 4.310)
H (-3.464, 3.273, 2.719)
H (-1.412, 5.287, 1.880)
H (-1.344, 5.462, -0.776)
H (-1.350, 1.801, -4.675)
H (-1.403, -0.869, -4.652)
H (-0.108, -1.242, 5.284)
H (-1.138, 1.224, 5.377)
H (2.842, -2.402, 4.136)
H (3.223, -4.155, 5.837)
H (1.424, -5.773, 6.346)
H (-0.726, -5.641, 5.153)
H (-1.634, -2.960, 3.074)
H (-0.014, -6.171, 1.815)
H (-0.700, -7.788, 1.924)
H (-0.289, -6.925, 3.391)
H (-2.033, -5.835, 0.240)
H (-3.672, -6.019, 0.879)
H (-2.651, -7.448, 0.644)
H (-2.635, -6.993, 4.362)
H (-3.005, -8.111, 3.043)
H (-4.024, -6.686, 3.309)
H (1.193, -4.530, 1.316)
H (0.308, -4.545, -1.220)
H (-2.496, -3.158, -0.981)
H (-4.131, -4.772, -1.814)
H (-3.972, -5.570, -4.172)
H (-2.128, -4.797, -5.583)
H (-0.436, -3.638, -5.939)
H (1.291, -4.930, -6.732)
H (2.137, -4.046, -7.997)
H (0.458, -3.672, -7.688)
H (3.488, -4.284, -5.744)
H (3.610, -2.749, -4.891)
H (4.012, -2.845, -6.624)
H (0.704, -1.312, -7.111)
H (2.349, -1.443, -7.741)
H (2.052, -0.719, -6.147)
H (0.707, 4.830, -2.930)
H (0.141, 6.765, -4.370)
H (-2.183, 7.030, -5.179)
H (-3.880, 5.329, -4.649)
H (-3.091, 2.223, -2.916)
H (-3.971, 0.566, -2.349)
H (-5.605, -0.052, -2.200)
H (-5.122, 1.358, -1.249)
H (-4.101, 0.922, -4.786)
H (-5.462, 1.770, -5.536)
H (-5.700, 0.171, -4.818)
H (-7.296, 2.339, -2.256)
H (-7.541, 0.990, -3.377)
H (-7.394, 2.647, -3.985)
N (5.344, 0.996, 3.647)
C (4.941, 0.512, 2.285)
C (3.420, 0.351, 2.204)
N (2.992, -0.242, 0.942)
H (6.312, 1.317, 3.667)
H (5.243, 0.251, 4.337)
H (4.740, 1.773, 3.951)
H (5.444, -0.435, 2.091)
H (5.283, 1.239, 1.549)
H (2.935, 1.325, 2.328)
H (3.076, -0.299, 3.012)
H (3.157, -1.243, 0.928)
H (3.492, 0.174, 0.161)
C (3.168, 4.186, -1.437)
S (2.221, 2.682, -1.760)
O (2.146, 2.013, -0.391)
C (3.499, 1.715, -2.568)
C (3.156, 1.004, -3.707)
C (4.117, 0.208, -4.315)
C (5.390, 0.111, -3.777)
C (5.722, 0.819, -2.629)
C (4.773, 1.619, -2.018)
H (4.048, 3.953, -0.845)
H (2.514, 4.861, -0.886)
H (3.458, 4.635, -2.387)
H (2.149, 1.072, -4.107)
H (3.873, -0.335, -5.214)
H (6.134, -0.511, -4.257)
H (6.724, 0.769, -2.223)
H (5.025, 2.172, -1.122)


(3)
# C22H42Cl3DyN2O4SSi

A structure of composition C22H42Cl3DyN2O4SSi (ωB97M-V/def2-TZVPD, the OMol25 dataset).

Summary:
Lowest unoccupied orbital energy (spin up / spin down) in Eh: 0.0106 / 0.0106
ΔE to the lowest compared entry with this formula, charge and spin in kJ/mol: 0.0
Frontier orbital gap (spin up / spin down) in eV: 8.49 / 8.49
Multiplicity: 6

Element x y z (Å)
C (-0.615, 1.734, -5.074)
C (-1.325, 1.222, -3.839)
H (-1.407, 2.083, -5.782)
H (-0.017, 0.918, -5.559)
H (0.029, 2.615, -4.835)
C (-2.552, 0.666, -4.013)
C (-3.254, 0.448, -5.332)
H (-3.214, 0.394, -3.185)
H (-2.750, -0.293, -5.968)
H (-3.438, 1.314, -5.979)
H (-4.276, 0.083, -5.167)
Dy (1.054, -0.822, 2.565)
Cl (2.242, 1.776, 2.491)
Cl (3.277, -2.128, 1.967)
H (5.183, -1.214, 6.600)
H (6.237, 0.843, 5.496)
C (4.539, -1.369, 5.719)
C (5.597, 0.620, 4.623)
N (4.386, -0.114, 4.994)
H (3.528, -1.685, 5.974)
C (3.187, 0.259, 4.579)
O (2.125, -0.400, 4.673)
H (5.365, 1.569, 4.107)
H (3.215, 1.207, 4.020)
H (5.014, -2.108, 5.054)
H (6.255, 0.034, 3.954)
H (-0.267, -2.722, -2.062)
H (-3.192, -2.263, -1.804)
C (-0.649, -3.476, -1.357)
C (-3.029, -2.945, -0.959)
N (-1.650, -2.878, -0.478)
H (0.148, -3.893, -0.740)
C (-1.329, -2.498, 0.778)
O (-0.270, -2.735, 1.391)
H (-3.717, -2.682, -0.153)
H (-2.107, -1.866, 1.257)
H (-1.133, -4.258, -1.947)
H (-3.229, -3.964, -1.305)
O (0.387, 0.151, -2.315)
C (-0.600, 1.329, -2.513)
C (-2.355, 0.296, -0.952)
C (-1.649, 1.414, -1.411)
H (-2.001, -0.691, -1.233)
C (-3.526, 0.489, -0.186)
H (0.022, 2.240, -2.517)
C (-1.954, 2.703, -0.954)
H (-4.126, -0.394, 0.089)
C (-3.872, 1.787, 0.209)
C (-3.072, 2.887, -0.137)
H (-1.333, 3.527, -1.302)
H (-4.780, 1.924, 0.809)
H (-3.341, 3.897, 0.185)
Si (1.968, -0.092, -2.530)
Cl (-0.630, 0.550, 1.582)
C (2.341, -1.854, -1.995)
C (3.106, 0.655, -1.206)
C (2.376, 0.420, -4.302)
H (1.470, -2.466, -1.758)
H (2.929, -1.815, -1.064)
H (2.925, -2.286, -2.825)
H (1.795, -0.255, -4.968)
H (3.436, 0.208, -4.532)
H (2.278, 1.518, -4.463)
H (2.750, 1.572, -0.714)
H (4.026, 0.817, -1.800)
H (3.267, -0.069, -0.383)
C (-0.989, 1.943, 4.187)
S (-1.699, 0.269, 4.473)
C (-3.196, 0.448, 3.501)
O (-0.791, -0.851, 3.876)
H (-1.388, 2.562, 4.997)
H (-1.286, 2.367, 3.224)
H (0.102, 1.923, 4.255)
H (-3.132, 1.253, 2.747)
H (-3.391, -0.518, 3.009)
H (-4.024, 0.669, 4.214)


(4)
# C3H3NO

A structure of composition C3H3NO (ωB97M-V/def2-TZVPD, the OMol25 dataset).

Summary:
Lowest unoccupied orbital energy (spin up / spin down) in Eh: 0.0113 / -0.0912
ΔE to the lowest compared entry with this formula, charge and spin in kJ/mol: 352.9
Frontier orbital gap (spin up / spin down) in eV: 7.50 / 7.44
Multiplicity: 3

Element x y z (Å)
C (0.126, 0.939, -0.870)
C (0.074, 0.556, 0.384)
C (-0.457, -0.857, 0.429)
N (0.637, -0.239, -1.098)
O (-1.265, -1.577, -0.035)
H (0.277, 1.645, -1.599)
H (0.657, 0.671, 1.359)
H (-0.047, -1.139, 1.430)


(5)
# C4H6S

The molecule C4H6S (ωB97M-V/def2-TZVPD, the OMol25 dataset).

Summary:
Structure (SMILES): C=C(C)C=S
Lowest unoccupied orbital energy in Eh: -0.0263
ΔE to the lowest compared entry with this formula, charge and spin in kJ/mol: 84.5
Frontier orbital gap in eV: 8.08
Multiplicity: 1

Element x y z (Å)
C (0.226, 1.398, 0.160)
C (-0.012, 0.092, 0.131)
C (-0.141, -0.517, -1.198)
C (-0.009, -0.621, 1.398)
S (-0.119, -2.250, 1.524)
H (0.346, 1.986, -0.686)
H (0.336, 1.828, 1.111)
H (-0.516, -1.566, -1.072)
H (0.771, -0.495, -1.813)
H (-0.757, 0.124, -1.767)
H (-0.125, 0.021, 2.212)


(6)
# C23H37CrN3O5Si4Te

A structure of composition C23H37CrN3O5Si4Te (ωB97M-V/def2-TZVPD, the OMol25 dataset).

Summary:
Lowest unoccupied orbital energy (spin up / spin down) in Eh: 0.0724 / 0.0830
ΔE to the lowest compared entry with this formula, charge and spin in kJ/mol: 0.0
Frontier orbital gap (spin up / spin down) in eV: 6.43 / 6.91
Multiplicity: 4
Charge: -1

Element x y z (Å)
Cr (-0.560, 0.969, -1.025)
O (1.673, 1.274, -4.860)
C (2.897, 1.025, -4.363)
C (3.949, 0.932, -5.278)
C (5.234, 0.691, -4.840)
C (5.501, 0.545, -3.479)
C (4.460, 0.630, -2.577)
C (3.148, 0.863, -2.995)
C (2.042, 0.900, -2.002)
O (0.848, 1.202, -2.434)
N (2.326, 0.628, -0.765)
N (1.160, 0.708, 0.002)
C (1.310, 0.526, 1.265)
C (0.258, 0.661, 2.244)
C (0.578, 0.457, 3.595)
C (-0.352, 0.648, 4.588)
C (-1.641, 1.069, 4.229)
C (-1.983, 1.279, 2.916)
C (-1.047, 1.065, 1.878)
O (-1.419, 1.253, 0.644)
H (1.048, 1.313, -4.101)
H (3.721, 1.050, -6.329)
H (6.037, 0.613, -5.562)
H (6.509, 0.360, -3.133)
H (4.633, 0.508, -1.517)
H (2.317, 0.293, 1.612)
H (1.586, 0.146, 3.846)
H (-0.093, 0.487, 5.626)
H (-2.384, 1.228, 5.002)
H (-2.975, 1.601, 2.629)
O (-3.661, 0.708, -1.045)
N (-3.364, 1.551, -1.864)
O (-2.064, 1.758, -2.015)
C (-1.021, -4.022, -6.497)
Si (-0.287, -3.050, -5.050)
C (0.390, -4.346, -3.875)
C (1.183, -2.095, -5.700)
Si (-1.890, -1.729, -3.972)
Te (-0.829, -1.531, -1.694)
Si (-2.556, 0.058, -5.333)
C (-4.246, 0.793, -5.023)
C (-1.374, 1.487, -5.522)
C (-2.660, -0.753, -7.038)
Si (-3.786, -3.066, -3.615)
C (-3.277, -4.584, -2.636)
C (-5.168, -2.225, -2.675)
C (-4.564, -3.682, -5.218)
H (-0.220, -4.413, -7.130)
H (-1.682, -3.421, -7.121)
H (-1.600, -4.872, -6.129)
H (1.228, -4.862, -4.352)
H (-0.363, -5.087, -3.606)
H (0.746, -3.888, -2.952)
H (1.780, -2.765, -6.323)
H (1.807, -1.738, -4.879)
H (0.906, -1.221, -6.292)
H (-4.204, 1.548, -4.239)
H (-4.995, 0.060, -4.723)
H (-4.571, 1.258, -5.958)
H (-1.186, 1.972, -4.562)
H (-1.841, 2.219, -6.187)
H (-0.417, 1.188, -5.951)
H (-3.386, -1.566, -7.066)
H (-1.697, -1.161, -7.348)
H (-2.963, -0.004, -7.776)
H (-2.713, -4.297, -1.746)
H (-2.646, -5.250, -3.227)
H (-4.162, -5.143, -2.319)
H (-4.801, -1.711, -1.785)
H (-5.895, -2.982, -2.371)
H (-5.678, -1.482, -3.288)
H (-3.872, -4.257, -5.833)
H (-4.933, -2.853, -5.824)
H (-5.418, -4.320, -4.976)


Number 1: electronic energy -1737.48111 a.u.. Number 2: electronic energy -4190.41508 a.u.. Number 3: electronic energy -4227.44438 a.u.. Number 4: electronic energy -245.81487 a.u.. Number 5: electronic energy -554.14000 a.u.. Number 6: electronic energy -3909.77619 a.u..